# 1
Molecular formula: CH2INS2
Method: DFT, ωB97M-V/def2-TZVPD

Properties
Charge ... 0
Frontier orbital gap (spin up / spin down) ... 7.24 / 7.25 eV
HOMO energy (spin up / spin down) ... -8.2 / -8.2 eV
Calculated total energy ... -1187.972523 hartree

Positions of all 7 atoms, in Å:
1 C -0.463 0.830 0.336
2 N -1.873 -0.987 0.720
3 S -1.371 2.052 -0.163
4 S 1.119 0.302 0.525
5 I -3.596 -0.100 0.168
6 H -1.668 -1.816 0.173
7 H 1.641 1.445 1.134

Here are the Mulliken charges for atoms 1 to 2, given in e: 0.36 -0.64

---

# 2
Molecular formula: C50H46ClHfN4O4P2S
Method: DFT, ωB97M-V/def2-TZVPD

Properties
Charge ... +1
Frontier orbital gap ... 7.91 eV
HOMO energy ... -10.5 eV
Calculated total energy ... -4042.093010 hartree

Positions of all 109 atoms, in Å:
1 Hf 0.724 -0.341 1.433
2 C -0.342 3.820 2.766
3 C -0.979 3.573 3.976
4 C -1.265 2.271 4.337
5 C -0.937 1.226 3.477
6 N -0.312 1.481 2.308
7 C -0.011 2.742 1.974
8 C -1.167 -0.188 3.814
9 C -2.031 -0.573 4.839
10 C -2.109 -1.901 5.213
11 C -1.291 -2.844 4.604
12 C -0.465 -2.462 3.558
13 C -0.415 -1.141 3.099
14 H -0.094 4.822 2.449
15 H -1.240 4.389 4.637
16 H -1.720 2.054 5.292
17 H 0.514 2.874 1.035
18 H -2.661 0.154 5.338
19 H -2.794 -2.201 5.995
20 H -1.310 -3.874 4.936
21 H 0.155 -3.212 3.083
22 C -1.421 2.078 -1.555
23 P -1.288 0.560 -0.461
24 C -2.734 0.846 0.651
25 C -3.181 2.115 1.016
26 C -4.259 2.265 1.875
27 C -4.905 1.150 2.389
28 C -4.450 -0.116 2.057
29 C -3.369 -0.268 1.202
30 C -2.007 -0.617 -1.673
31 C -1.131 -1.356 -2.464
32 C -1.617 -2.137 -3.500
33 C -2.982 -2.206 -3.740
34 C -3.859 -1.474 -2.951
35 C -3.375 -0.671 -1.929
36 P 0.148 3.068 -1.805
37 C -0.499 4.249 -3.070
38 C 0.299 4.630 -4.150
39 C -0.162 5.545 -5.083
40 C -1.422 6.108 -4.944
41 C -2.212 5.759 -3.860
42 C -1.752 4.842 -2.926
43 C 1.122 1.992 -2.934
44 C 2.508 2.048 -2.819
45 C 3.324 1.375 -3.716
46 C 2.758 0.634 -4.742
47 C 1.377 0.589 -4.879
48 C 0.565 1.272 -3.988
49 H -2.122 2.759 -1.079
50 H -1.849 1.791 -2.512
51 H -2.685 3.007 0.655
52 H -4.599 3.259 2.134
53 H -5.759 1.269 3.044
54 H -4.932 -0.992 2.473
55 H -3.016 -1.260 0.952
56 H -0.066 -1.317 -2.265
57 H -0.928 -2.687 -4.131
58 H -3.364 -2.814 -4.551
59 H -4.923 -1.520 -3.146
60 H -4.058 -0.083 -1.330
61 H 1.284 4.199 -4.273
62 H 0.466 5.817 -5.921
63 H -1.789 6.815 -5.676
64 H -3.191 6.206 -3.741
65 H -2.384 4.590 -2.083
66 H 2.943 2.661 -2.036
67 H 4.402 1.446 -3.634
68 H 3.392 0.115 -5.450
69 H 0.926 0.027 -5.688
70 H -0.507 1.257 -4.141
71 C -2.705 -5.370 -1.745
72 N -2.138 -4.488 -0.736
73 C -0.958 -3.864 -0.688
74 S -0.812 -2.674 0.546
75 N 0.055 -4.135 -1.485
76 C 0.199 -5.210 -2.454
77 H -3.778 -5.196 -1.777
78 H -2.534 -6.422 -1.511
79 H -2.304 -5.147 -2.728
80 H -2.744 -4.233 0.027
81 H 0.855 -3.504 -1.422
82 H -0.177 -6.152 -2.059
83 H 1.259 -5.321 -2.662
84 H -0.308 -4.987 -3.395
85 O 2.331 -2.756 -1.668
86 C 2.724 -1.748 -1.119
87 C 4.185 -1.330 -1.035
88 C 4.146 0.023 -0.336
89 C 2.675 0.202 -0.067
90 O 2.135 1.153 0.545
91 N 1.919 -0.825 -0.482
92 H 4.626 -1.315 -2.030
93 H 4.707 -2.091 -0.455
94 H 4.531 0.849 -0.932
95 H 4.674 0.030 0.620
96 Cl 7.441 -1.358 6.527
97 C 6.078 -1.154 5.494
98 C 5.735 -2.163 4.604
99 C 4.648 -1.992 3.768
100 C 3.895 -0.823 3.834
101 C 4.245 0.181 4.735
102 C 5.337 0.020 5.564
103 C 2.727 -0.633 2.960
104 O 2.018 0.410 3.030
105 O 2.390 -1.514 2.097
106 H 6.317 -3.074 4.572
107 H 4.371 -2.764 3.062
108 H 3.648 1.082 4.773
109 H 5.619 0.796 6.262

Here are the Mulliken charges for atoms 1 to 2, given in e: 1.33 -1.28

---

# 3
Molecular formula: C31H41ClF3N7O5PbSSe2
Method: DFT, ωB97M-V/def2-TZVPD

Properties
Charge ... 0
Frontier orbital gap ... 6.93 eV
HOMO energy ... -6.9 eV
Calculated total energy ... -8119.032786 hartree

Positions of all 92 atoms, in Å:
1 Pb -0.293 0.100 0.140
2 O 1.409 0.831 3.559
3 C 0.549 0.737 4.691
4 C -0.866 1.236 4.378
5 C -1.530 1.728 5.682
6 O -0.972 2.902 6.242
7 C -1.787 0.125 3.846
8 Se -1.065 -1.255 2.634
9 C -0.729 2.426 3.413
10 Se 0.896 2.135 2.393
11 H 2.244 -0.582 2.593
12 H 0.999 1.322 5.502
13 H 0.524 -0.316 4.977
14 H -1.524 0.909 6.410
15 H -2.573 1.971 5.470
16 H -0.091 2.709 6.576
17 H -2.652 0.588 3.370
18 H -2.160 -0.442 4.701
19 H -0.631 3.356 3.967
20 H -1.573 2.496 2.727
21 F -1.268 2.956 -4.677
22 C -0.289 3.739 -4.190
23 F 0.267 4.352 -5.261
24 F -0.865 4.706 -3.462
25 C 0.741 2.954 -3.419
26 C 2.049 2.964 -3.855
27 C 3.018 2.242 -3.169
28 C 2.602 1.519 -2.071
29 N 1.343 1.488 -1.645
30 C 0.388 2.212 -2.264
31 S -1.219 2.196 -1.601
32 H 2.315 3.540 -4.730
33 H 4.054 2.248 -3.476
34 H 3.310 0.941 -1.486
35 C -1.300 -1.767 -3.232
36 C -2.357 -1.727 -2.185
37 N -2.239 -1.201 -0.989
38 C -3.454 -1.361 -0.358
39 C -4.316 -1.992 -1.194
40 N -3.604 -2.221 -2.352
41 H -0.589 -0.962 -3.054
42 H -1.730 -1.630 -4.223
43 H -0.763 -2.718 -3.215
44 H -3.606 -1.035 0.656
45 H -5.340 -2.295 -1.077
46 H -3.951 -2.662 -3.185
47 O 2.980 -1.127 2.184
48 N 3.630 -0.359 1.293
49 O 3.235 0.762 1.199
50 C 5.576 -7.571 -0.958
51 C 4.919 -6.484 -1.820
52 C 4.092 -7.196 -2.904
53 C 6.026 -5.682 -2.512
54 C 3.987 -5.587 -0.920
55 O 3.047 -6.487 -0.361
56 C 4.829 -4.895 0.174
57 C 4.200 -4.016 1.270
58 C 3.206 -4.650 2.218
59 C 2.124 -3.913 2.684
60 C 1.222 -4.441 3.597
61 C 1.413 -5.732 4.053
62 Cl 0.290 -6.420 5.192
63 C 2.491 -6.488 3.621
64 C 3.382 -5.941 2.712
65 C 3.269 -4.584 -1.847
66 N 2.192 -3.825 -1.230
67 C 2.054 -2.505 -1.124
68 N 0.915 -2.219 -0.520
69 C 0.367 -3.438 -0.290
70 N 1.107 -4.438 -0.706
71 H 6.092 -8.278 -1.608
72 H 4.831 -8.117 -0.381
73 H 6.321 -7.164 -0.274
74 H 4.684 -8.006 -3.332
75 H 3.829 -6.534 -3.731
76 H 3.182 -7.623 -2.488
77 H 6.598 -6.354 -3.154
78 H 6.726 -5.240 -1.803
79 H 5.635 -4.890 -3.153
80 H 2.270 -6.006 -0.044
81 H 5.573 -4.272 -0.329
82 H 5.387 -5.681 0.680
83 H 3.765 -3.105 0.860
84 H 5.045 -3.670 1.875
85 H 1.981 -2.892 2.349
86 H 0.386 -3.847 3.943
87 H 2.628 -7.494 3.992
88 H 4.212 -6.546 2.370
89 H 2.829 -5.118 -2.685
90 H 3.976 -3.848 -2.227
91 H 2.790 -1.797 -1.467
92 H -0.575 -3.576 0.216

Here are the Mulliken charges for atoms 1 to 2, given in e: 1.29 -0.57

---

# 4
Molecular formula: H2
Method: DFT, ωB97M-V/def2-TZVPD

Properties
Charge ... 0
Frontier orbital gap ... 6.79 eV
HOMO energy ... -9.9 eV
Calculated total energy ... -0.939807 hartree

Positions of all 2 atoms, in Å:
1 H -0.938 0.564 0.466
2 H 0.938 -0.564 -0.466

What are the Mulliken partial charges on each atom? They are as follows, in elementary charge units: 0.00 0.00